230
Properties=species:S:1:pos:R:3:forces:R:3:lowdin_charge:R:1 method="wB97M-V/def2-TZVPD" gap_ev=9.656 lumo_ev=0.2 charge=0 e_tot_ha=-4401.903878
C -14.094309 -20.945409 20.110531 -1.1435 -0.6207 0.2873 -0.075
C -12.879310 -20.076797 20.130563 0.0694 -0.9246 -0.9660 -0.300
O -12.907139 -19.402618 18.903673 0.0382 1.5725 -0.2893 -0.161
C -11.808143 -18.513548 18.705838 -0.0502 -0.2676 -0.6916 -0.257
C -12.182570 -17.558040 17.566993 -0.3387 -0.1248 -0.0020 -0.050
H -14.125669 -21.631535 20.956905 -0.1196 0.3037 0.3205 0.076
H -14.962337 -20.286698 20.083639 -0.2132 -0.0132 0.4607 0.069
H -14.280663 -21.590768 19.252107 0.8261 0.1359 -0.3730 0.078
H -12.962137 -19.403376 20.983648 0.4101 0.1942 0.1506 0.099
H -11.964991 -20.670130 20.139196 0.2587 -0.0297 0.6136 0.125
H -11.517548 -17.978373 19.609850 -0.3734 0.1763 0.3020 0.102
H -10.947657 -19.142497 18.477587 0.2961 0.0931 -0.3682 0.105
H -12.591759 -18.111920 16.722082 0.0107 -0.2213 0.0733 0.077
H -11.398362 -16.928663 17.146274 0.4188 -0.2071 0.4081 0.058
H -12.973826 -16.881131 17.889179 -0.0738 -0.0210 0.1378 0.057
C -13.399429 -9.761952 25.053344 0.0821 0.7253 -0.8190 -0.071
C -12.881070 -9.392359 26.429722 -0.9581 -0.9458 0.0777 -0.242
O -13.512533 -10.228870 27.410647 0.8096 -0.0361 -0.0470 -0.156
C -12.940386 -11.525390 27.459682 -1.1595 -0.3563 0.9269 -0.289
C -13.613777 -12.271942 28.582326 -0.1249 -0.1892 0.9249 -0.079
H -13.098574 -8.975114 24.361634 0.2039 0.0517 -0.1960 0.063
H -12.990269 -10.693037 24.661218 0.1775 -0.0911 0.2213 0.069
H -14.480923 -9.814842 24.928159 -0.0942 0.0463 0.5299 0.070
H -11.799686 -9.529089 26.433302 0.1749 0.0772 0.2748 0.101
H -13.125509 -8.378884 26.747888 0.0055 0.0781 -0.3042 0.120
H -13.199884 -12.147831 26.603337 0.6412 0.4103 -0.7695 0.099
H -11.876163 -11.473514 27.689556 0.2637 0.0015 -0.5959 0.096
H -13.275301 -13.306509 28.638978 0.1177 -0.0830 -0.1895 0.074
H -14.698008 -12.300256 28.473990 -0.0179 0.1205 -0.1576 0.079
H -13.394811 -11.834099 29.556206 -0.0323 0.1783 0.0484 0.068
C -7.891911 -11.128339 26.026929 -0.4020 -0.5066 -0.0420 -0.043
C -8.386269 -11.241820 27.454953 0.0833 0.1478 0.9815 -0.248
O -7.697824 -12.284899 28.143226 0.9977 -0.1844 0.7522 -0.213
C -7.810356 -12.208389 29.585172 -1.0561 -0.1267 -0.6485 -0.251
C -6.881139 -13.131523 30.372210 1.0793 0.4157 -1.2552 -0.059
H -7.924120 -12.111894 25.558242 0.1748 -0.1962 0.0988 0.051
H -8.587163 -10.564425 25.405048 0.0902 0.4134 0.2038 0.071
H -6.875929 -10.741440 25.948321 -0.0523 0.1188 0.0770 0.073
H -8.248537 -10.345858 28.060235 0.1586 0.4996 -0.3777 0.098
H -9.459158 -11.419404 27.528858 -0.2633 -0.2128 -0.3873 0.107
H -7.623204 -11.181386 29.898752 0.2567 0.1916 0.0157 0.105
H -8.867391 -12.375174 29.792433 -0.1790 -0.2374 0.3676 0.108
H -6.887946 -12.910973 31.439638 -0.2601 -0.0997 -0.1110 0.081
H -5.890721 -12.874701 29.996399 0.3942 0.2821 0.2872 0.065
H -6.862534 -14.202397 30.169780 -0.9488 -0.0319 0.1451 0.069
C -13.174567 -9.419043 21.167374 0.0098 -0.0741 1.0827 -0.063
C -12.338410 -10.349007 20.338378 -0.1650 1.2697 -1.1108 -0.260
O -12.618029 -10.005161 18.966934 0.1364 -0.8647 0.1577 -0.152
C -12.047770 -10.909816 18.041104 -0.2929 -0.1624 -0.3573 -0.270
C -12.773478 -12.252069 18.045762 -0.0983 -0.3379 -0.0097 -0.081
H -12.931517 -9.670221 22.199816 0.0215 0.3301 0.2793 0.051
H -12.968296 -8.363434 20.990643 0.2060 -0.0841 -0.0892 0.082
H -14.255100 -9.549624 21.108259 0.0551 -0.2702 -0.4239 0.071
H -11.276640 -10.131304 20.453818 0.2556 -0.1741 0.4539 0.103
H -12.522148 -11.384775 20.623882 -0.1809 -0.2150 -0.3819 0.103
H -12.102896 -10.438794 17.059680 -0.4337 0.0597 -0.0339 0.118
H -10.972433 -11.034438 18.168390 0.3232 -0.0941 0.5689 0.100
H -13.851653 -12.098585 18.091370 -0.0307 0.1379 -0.1213 0.075
H -12.528366 -12.903027 18.884979 0.1808 0.1923 0.2603 0.057
H -12.563071 -12.863392 17.168203 0.0851 0.1994 -0.2389 0.070
C -17.137594 -17.278425 24.397584 0.0928 -0.3383 -0.1201 -0.068
C -16.626989 -17.846171 23.062087 0.4002 2.2012 1.1370 -0.225
O -15.885839 -16.739344 22.460765 -0.6974 -1.7420 0.4764 -0.185
C -15.326770 -17.150850 21.246000 0.8334 2.2740 -1.2914 -0.263
C -14.568508 -15.887078 20.703887 0.0936 -0.8450 0.6229 -0.031
H -17.774704 -16.403811 24.266260 -0.2777 -0.2527 -0.1725 0.073
H -17.631676 -18.069554 24.961592 -0.3669 0.1111 -0.0425 0.072
H -16.329656 -16.937090 25.044740 0.3799 -0.1301 -0.2568 0.064
H -15.956384 -18.672220 23.298821 0.1169 -0.2142 -0.4001 0.108
H -17.436266 -18.143420 22.395142 0.0025 -0.1671 -0.0219 0.116
H -14.637175 -17.990295 21.334785 0.0106 -0.1648 0.2408 0.095
H -16.091884 -17.379432 20.504082 -0.2647 -0.4429 0.0452 0.117
H -15.234248 -15.125462 20.297903 -0.1009 -0.2732 -0.1084 0.057
H -13.797245 -16.161070 19.984045 -0.1704 -0.0116 -0.2085 0.055
H -14.046593 -15.430398 21.544807 0.0809 0.0041 0.0716 0.051
C -9.105352 -7.485388 26.530654 -0.5288 0.3490 0.4927 -0.050
C -9.943203 -7.317737 27.821828 1.6586 0.4114 -0.4840 -0.287
O -10.148930 -8.594259 28.335667 -0.8300 -0.7721 0.8606 -0.193
C -10.854210 -8.630634 29.588688 0.1505 -1.0530 -0.0441 -0.225
C -10.652662 -10.041674 30.224473 0.6334 1.4632 -0.4285 -0.043
H -8.124702 -7.913836 26.737687 -0.2262 -0.4876 0.2393 0.073
H -9.676853 -8.111952 25.845886 0.2680 0.0350 -0.2555 0.060
H -8.833519 -6.532390 26.076763 -0.5288 0.1631 -0.1531 0.067
H -9.316454 -6.763283 28.520302 0.0380 0.3199 0.3437 0.111
H -10.851922 -6.727893 27.701747 -0.3317 -0.1880 -0.3257 0.118
H -10.504167 -7.834480 30.245729 0.3566 0.0231 0.1313 0.112
H -11.922489 -8.455527 29.461368 -0.1785 0.0442 -0.3743 0.112
H -11.020997 -10.047421 31.250340 -0.4433 -0.1933 -0.1944 0.080
H -9.579818 -10.212437 30.313698 0.0100 -0.0512 -0.1227 0.047
H -11.072731 -10.810544 29.576024 -0.1743 0.0165 0.3149 0.051
C -9.180437 -8.401857 22.279904 -0.2567 0.7894 -0.4849 -0.048
C -9.653139 -6.998942 22.639866 0.1357 -0.8908 -0.1304 -0.301
O -8.586731 -6.140518 22.919006 0.4458 -0.3216 -0.3569 -0.163
C -8.998753 -4.795361 23.001659 0.7669 -0.6747 0.1109 -0.286
C -7.848032 -4.013758 23.567649 0.4361 0.5256 0.7870 -0.079
H -8.556162 -8.837948 23.059778 -0.2544 -0.1953 0.0465 0.072
H -10.115490 -8.925346 22.080578 0.1781 -0.6260 0.3254 0.057
H -8.639276 -8.419043 21.333890 0.1868 0.0974 0.0852 0.064
H -10.265474 -6.625951 21.818888 -0.0809 0.2417 -0.2063 0.119
H -10.303482 -7.097213 23.509070 -0.2246 0.2442 0.3275 0.105
H -9.272168 -4.428950 22.012169 -0.2723 0.0995 -0.1178 0.122
H -9.860929 -4.796642 23.668551 -0.2278 0.5562 0.0912 0.117
H -7.387510 -4.508111 24.422997 -0.5894 -0.1675 0.4033 0.069
H -8.233500 -3.047293 23.892365 0.2855 0.1688 0.0137 0.076
H -6.950600 -3.870706 22.965774 -0.4967 0.0871 -0.8113 0.075
C -16.028114 -12.239958 20.777486 0.4217 -0.2917 0.3988 -0.052
C -15.644072 -12.618971 22.232949 -0.2734 0.7364 -0.3479 -0.247
O -16.350715 -11.748677 23.136008 0.8736 -0.3971 0.0498 -0.176
C -16.313813 -12.072148 24.547970 -2.3617 0.6432 -1.4044 -0.240
C -17.427137 -11.179075 25.162941 1.5129 0.1202 0.6630 -0.068
H -15.636341 -12.965902 20.065005 0.0974 -0.2919 0.1798 0.046
H -17.108804 -12.239140 20.635413 0.0029 0.1581 0.2136 0.079
H -15.598738 -11.299960 20.430865 -0.1852 0.2267 0.3709 0.055
H -15.841631 -13.679502 22.389004 -0.5287 -0.1441 0.3054 0.097
H -14.572724 -12.525058 22.410414 0.3386 0.2429 -0.1618 0.097
H -16.628663 -13.113694 24.612474 0.2096 -0.2589 0.3360 0.109
H -15.386660 -11.906461 25.096634 0.3727 0.0393 -0.4402 0.091
H -18.381463 -11.114859 24.640219 0.1030 -0.7521 0.1182 0.077
H -17.104936 -10.142562 25.262598 0.3537 0.1224 -0.3671 0.061
H -17.448190 -11.487942 26.208050 -0.8519 -0.1838 0.0997 0.069
C -7.113338 -19.217719 25.517038 0.0691 -1.0765 0.5047 -0.229
C -6.474899 -19.426325 24.150903 0.2372 0.7322 0.3349 -0.244
O -5.813614 -18.256420 23.771343 0.6630 0.7690 -0.2982 -0.073
O -8.228034 -18.336742 25.561722 -0.7098 -1.0519 -0.7973 -0.064
H -6.417827 -19.008908 26.329916 0.5206 0.6469 -0.3871 0.123
H -7.378216 -20.237518 25.796223 -1.1052 -0.0803 0.1860 0.109
H -7.197532 -19.670301 23.372214 -0.4593 -0.3192 0.1849 0.103
H -5.713146 -20.205943 24.158248 -0.1669 -0.2318 0.3315 0.124
H -6.446462 -17.564615 23.977512 -0.1529 0.5747 -0.3921 0.030
H -8.068060 -17.434964 25.849469 1.1887 -0.1280 0.3622 0.028
C -6.431053 -14.987785 23.198518 0.2436 -1.4982 -0.7537 -0.174
C -5.870419 -14.946075 21.723901 -0.9777 0.0620 0.6367 -0.162
O -6.708624 -14.046762 20.978368 0.4088 -0.7562 0.0401 -0.089
O -7.509167 -15.932385 23.270818 0.4542 0.1580 0.1301 -0.099
H -6.792401 -14.022620 23.553461 0.2139 0.3316 -0.1765 0.107
H -5.734208 -15.415121 23.919545 0.5130 0.3759 -0.1149 0.105
H -5.956972 -15.937586 21.279484 -0.1705 -0.0628 0.1976 0.110
H -4.826522 -14.662428 21.590038 0.1527 0.2439 0.4998 0.116
H -6.535164 -13.222898 21.439620 -0.3670 1.0974 -0.2867 0.037
H -8.228975 -15.557239 22.758236 -0.6788 0.3177 -0.3832 0.045
C -9.198104 -15.108270 26.809066 -0.1431 0.6511 0.5259 -0.189
C -7.727046 -14.797212 27.061605 -0.4323 -0.1620 -0.1698 -0.205
O -7.011606 -15.940237 26.649680 0.2290 -0.5445 -0.0094 -0.065
O -9.475445 -15.185878 25.422776 -0.1081 0.3434 0.0516 -0.078
H -9.813625 -14.342177 27.280580 -0.0778 0.3449 -0.3748 0.121
H -9.586504 -16.035615 27.230135 0.6611 -0.2891 0.5545 0.129
H -7.498803 -14.462547 28.073542 -0.2432 -0.6712 0.1501 0.096
H -7.364222 -13.960206 26.465052 -0.5483 0.1758 -0.2520 0.102
H -6.117527 -15.621612 26.505774 0.5308 -0.3055 0.0108 0.057
H -8.869232 -15.851878 25.090280 0.2466 0.0127 -0.7482 0.055
C -8.551112 -14.736640 16.872617 -2.7686 1.9637 0.8426 -0.217
C -9.253627 -14.121097 18.167692 -1.3237 -1.8395 -2.3275 -0.198
O -8.496260 -13.179522 18.809858 1.0025 0.5552 0.5228 -0.083
O -7.441361 -15.443989 17.227639 1.9835 -0.3399 0.1427 -0.045
H -8.301768 -13.901326 16.218272 0.0602 0.0976 -0.1268 0.122
H -9.254959 -15.368076 16.330391 -0.2196 -0.0951 0.1184 0.118
H -9.484998 -14.946376 18.841098 -0.0376 -0.1524 0.1034 0.113
H -10.205822 -13.665154 17.896504 -0.0431 -0.0172 -0.2554 0.109
H -7.903758 -13.723963 19.333426 0.9348 0.3188 0.8921 0.076
H -6.710343 -14.987105 16.805179 0.4859 -0.3939 0.2691 0.122
C -4.755788 -9.641544 21.651413 0.3282 -0.0999 0.0616 -0.222
C -5.480994 -10.611920 22.552544 -0.0649 0.4989 0.5328 -0.250
O -6.398780 -11.335695 21.825544 -0.5117 -1.5883 -0.3059 -0.079
O -5.545545 -8.588086 21.113709 -0.1785 -0.2596 0.4815 -0.053
H -4.447485 -10.233504 20.789654 0.5288 0.1160 0.0658 0.120
H -3.934115 -9.190327 22.207606 0.4651 -0.2501 -0.2014 0.123
H -6.019938 -10.139820 23.373981 0.1663 0.5842 0.3074 0.113
H -4.792220 -11.320723 23.012209 0.3210 0.0380 -0.1129 0.115
H -6.909938 -10.764714 21.247362 -0.6125 0.2533 -0.4896 0.048
H -5.559908 -7.948710 21.829668 -0.4753 0.4612 -0.1681 0.088
C -10.930943 -19.887302 23.625030 0.4229 -0.7531 1.5660 -0.188
C -11.523563 -19.068604 24.792528 0.8937 -0.1049 -1.0623 -0.217
O -12.757474 -18.566438 24.339701 -0.6598 0.4100 0.2907 -0.092
O -11.711489 -21.090873 23.418300 -0.0420 0.9125 -0.4685 -0.071
H -9.903579 -20.149806 23.877461 0.1790 -0.1186 -0.0056 0.106
H -10.877304 -19.324434 22.693148 -0.4395 -0.0609 0.0493 0.115
H -10.896692 -18.227194 25.087764 0.1743 0.1435 -0.4425 0.110
H -11.628872 -19.625062 25.723851 -0.1171 -0.5307 -0.0773 0.129
H -13.337650 -19.326783 24.256728 -0.2895 -0.0188 -0.2246 0.102
H -11.673831 -21.645849 24.200708 0.2327 0.0601 0.1371 0.082
C -10.280835 -13.347334 22.015495 0.2811 -0.3171 0.8652 -0.211
C -9.889671 -12.536579 23.197026 -0.6313 2.4104 1.1823 -0.232
O -10.588778 -12.827487 24.403115 -0.3991 -0.1888 -0.4213 -0.069
O -9.794913 -14.634702 22.253881 1.0002 -1.5050 -0.7875 -0.077
H -9.828800 -12.927809 21.116740 -0.1337 -0.1812 -0.1538 0.114
H -11.365276 -13.445285 21.965433 -0.2314 0.5831 -0.3367 0.123
H -10.159268 -11.497145 23.009958 0.1013 0.3304 -0.2478 0.111
H -8.838737 -12.519193 23.485693 0.4130 -0.3567 -0.8588 0.106
H -10.193809 -13.644127 24.717286 0.0032 -0.5805 0.4648 0.024
H -10.357294 -15.045283 22.914746 -0.6580 -0.2951 0.2367 0.050
C -8.104881 -18.575893 20.699623 0.8556 0.0044 -1.3099 -0.248
C -8.442068 -17.417231 19.796636 0.2951 1.0660 -0.8973 -0.216
O -8.245580 -17.726435 18.385416 -0.3155 -0.8430 1.3414 -0.074
O -8.779508 -19.738527 20.317818 -1.3491 -0.5884 0.3514 -0.060
H -8.220891 -18.331054 21.755421 -0.1311 -0.0701 -0.0412 0.108
H -7.073443 -18.823469 20.448768 0.6345 0.5212 0.6454 0.126
H -7.756089 -16.611903 20.059277 0.0309 0.2315 0.1476 0.102
H -9.446552 -16.999575 19.865056 -0.2576 -0.3082 0.5370 0.100
H -7.795148 -16.973902 17.995042 0.1965 0.1360 -0.2356 0.022
H -8.998923 -19.590541 19.395024 -0.0448 -0.3393 -0.2931 0.057
C -6.355718 -10.679957 18.179877 -1.3703 0.6460 -0.2590 -0.206
C -7.592543 -9.924692 18.738385 1.7244 0.5210 0.7409 -0.207
O -8.145760 -10.588724 19.866071 -0.4952 0.2490 -0.4064 -0.094
O -6.787171 -11.641721 17.218995 0.9142 0.4315 -0.5515 -0.078
H -5.726035 -11.140324 18.941224 -0.2815 -0.0511 0.3896 0.108
H -5.742066 -9.898691 17.731388 0.0866 -0.3354 -0.6563 0.118
H -8.289848 -9.670705 17.940042 -0.2937 -0.5754 -0.0936 0.123
H -7.271482 -8.956176 19.121783 0.2037 0.0268 0.1002 0.101
H -8.439058 -11.436692 19.524716 -0.3218 -0.5723 0.2302 0.042
H -7.392115 -12.255053 17.642630 -0.1496 -0.0976 0.4241 0.023
C -13.187561 -15.059310 24.209670 -0.4190 -1.8037 0.4055 -0.184
C -13.154979 -15.261046 25.749142 0.9036 0.1441 -0.7163 -0.202
O -13.457505 -16.590937 26.202547 -0.6876 1.1604 -0.1750 -0.064
O -12.121407 -15.779646 23.551231 0.2699 0.9570 0.0712 -0.081
H -13.225927 -14.030315 23.852196 0.5996 0.0935 0.4207 0.102
H -14.119505 -15.506574 23.863936 -0.3063 -0.0273 0.0007 0.098
H -13.827071 -14.506050 26.157019 -0.3230 -0.4265 0.4116 0.103
H -12.151001 -15.063996 26.125039 0.1772 0.5295 -0.1549 0.100
H -12.913071 -17.196958 25.694678 -0.1047 -0.1960 -0.2586 0.025
H -12.348975 -16.707904 23.460961 -0.3453 -0.2218 0.1055 0.059
C -4.096004 -13.322992 27.116360 -0.3696 2.2357 -2.6461 -0.195
C -4.087032 -12.772467 25.589353 -0.4751 0.5587 2.5340 -0.241
O -2.874657 -13.086349 24.978648 0.1415 -0.3388 -0.4529 -0.046
O -4.351774 -14.684293 26.979859 -0.1670 -1.0759 0.6482 -0.067
H -4.883097 -12.776631 27.636060 -0.3365 -0.5885 0.1634 0.100
H -3.156537 -13.103705 27.623737 0.1684 -0.0910 -0.1480 0.121
H -4.264759 -11.698360 25.536253 0.4179 0.1544 0.1618 0.106
H -4.954154 -13.210452 25.095015 -0.0484 -0.3431 -0.0762 0.094
H -2.920735 -14.038119 24.862022 0.4416 -0.1522 -0.4061 0.079
H -3.539832 -15.071197 26.644237 0.0256 -0.3822 0.1314 0.097